Entry 1:
Formula: C19H36N3OSi4Te2V
Source: OMol25
Level of theory: ωB97M-V with the def2-TZVPD basis set

Results
⟨S²⟩   0.800
Net charge   -1
Multiplicity   2
Frontier orbital gap (alpha / beta)   5.5 / 5.6 eV
LUMO (alpha / beta)   2.37 / 2.38 eV
Relative energy (zero: lowest compared OMol25 entry of this formula, charge and spin)   0.00 kcal per mole

Geometry as XYZ:
```
66
C19H36N3OSi4Te2V ωB97M-V with the def2-TZVPD basis set
V -0.724 -3.844 -0.574
N 1.609 -3.189 1.837
C 2.152 -2.931 0.573
C 3.505 -2.578 0.547
C 4.089 -2.280 -0.663
C 3.322 -2.347 -1.817
C 2.016 -2.771 -1.705
N 1.436 -3.050 -0.531
C 0.397 -3.658 2.316
C 0.328 -3.830 3.710
C -0.824 -4.303 4.284
C -1.905 -4.620 3.470
C -1.766 -4.437 2.117
N -0.643 -3.963 1.543
H 2.133 -2.726 2.561
H 4.070 -2.538 1.469
H 5.130 -1.985 -0.707
H 3.736 -2.110 -2.786
H 1.383 -2.894 -2.574
H 1.200 -3.603 4.310
H -0.881 -4.438 5.357
H -2.832 -5.000 3.873
H -2.562 -4.663 1.422
C 2.633 0.980 -0.069
Si 1.455 1.616 -1.371
C 1.688 0.640 -2.954
C 1.924 3.403 -1.729
Si -0.718 1.357 -0.602
Te -1.433 -1.005 -0.365
Si -0.930 2.230 1.543
C 0.087 1.208 2.744
C -0.358 4.020 1.662
C -2.719 2.148 2.097
Si -2.227 2.313 -2.089
C -2.028 4.181 -2.195
C -1.974 1.594 -3.801
C -3.981 1.933 -1.554
H 3.663 0.967 -0.439
H 2.356 -0.033 0.208
H 2.600 1.600 0.831
H 2.733 0.667 -3.280
H 1.068 1.034 -3.760
H 1.403 -0.400 -2.792
H 2.961 3.473 -2.070
H 1.817 4.027 -0.839
H 1.285 3.826 -2.509
H 1.153 1.261 2.515
H -0.222 0.161 2.676
H -0.064 1.554 3.771
H 0.697 4.113 1.391
H -0.480 4.403 2.680
H -0.931 4.663 0.989
H -3.093 1.127 1.994
H -3.353 2.804 1.497
H -2.815 2.450 3.145
H -1.020 4.456 -2.517
H -2.206 4.650 -1.224
H -2.739 4.606 -2.909
H -1.000 1.868 -4.211
H -2.745 1.955 -4.489
H -2.032 0.504 -3.759
H -4.213 2.382 -0.586
H -4.112 0.853 -1.461
H -4.700 2.311 -2.288
O -2.239 -4.148 -0.855
Te 0.441 -5.993 -1.059
```

***

Entry 2:
Formula: C8H10NOPS2
Source: OMol25
Level of theory: ωB97M-V with the def2-TZVPD basis set

Results
Multiplicity   1
Frontier orbital gap (alpha / beta)   5.2 / 5.2 eV
LUMO (alpha / beta)   -2.42 / -2.42 eV
Relative energy (zero: lowest compared OMol25 entry of this formula, charge and spin)   80.87 kcal per mole

Geometry as XYZ:
```
23
C8H10NOPS2 ωB97M-V with the def2-TZVPD basis set
C -1.973 -2.355 -0.004
C -0.746 -2.644 0.496
C -2.289 -1.210 -0.618
C 0.213 -1.717 0.448
C -1.353 0.016 -0.527
C -0.059 -0.407 0.013
C -2.891 1.801 -1.114
C 5.011 1.491 0.563
N -1.642 1.209 -0.729
O 2.542 -1.534 -1.576
P 2.939 -0.170 -1.125
S 1.168 0.790 0.200
S 4.570 -0.261 0.269
H -2.799 -3.090 -0.117
H -0.423 -3.636 0.920
H -3.332 -0.907 -0.750
H 1.297 -1.989 0.571
H -3.571 1.060 -1.335
H -3.203 2.412 -0.248
H -2.819 2.540 -1.926
H 5.952 1.413 1.125
H 4.229 1.838 1.242
H 4.886 1.933 -0.503
```

***

Entry 3:
Formula: C19H17NOsS2Se
Source: OMol25
Level of theory: ωB97M-V with the def2-TZVPD basis set

Results
Multiplicity   1
Frontier orbital gap   7.1 eV
LUMO   -0.94 eV
Relative energy (zero: lowest compared OMol25 entry of this formula, charge and spin)   11.79 kcal per mole

Geometry as XYZ:
```
41
C19H17NOsS2Se ωB97M-V with the def2-TZVPD basis set
Os 1.486 -0.315 0.536
C 2.701 -3.615 2.440
C 2.853 -2.378 1.597
S 2.636 -0.805 2.352
C 3.120 -2.457 0.249
C 3.290 -3.784 -0.440
S 3.179 -1.009 -0.731
H 2.496 -3.353 3.476
H 3.608 -4.221 2.410
H 1.879 -4.234 2.074
H 3.922 -4.455 0.143
H 3.731 -3.647 -1.425
H 2.319 -4.265 -0.577
C 1.117 -2.820 -4.092
C 0.887 -1.495 -3.753
C 0.216 -1.185 -2.579
C -0.229 -2.192 -1.725
C -0.026 -3.521 -2.094
C 0.652 -3.834 -3.262
C -0.899 -1.856 -0.450
C -0.428 -0.972 0.433
C -1.123 -0.639 1.705
C -1.437 0.682 2.022
C -2.052 0.992 3.227
C -2.353 -0.014 4.133
C -2.039 -1.334 3.829
C -1.423 -1.643 2.628
H 1.644 -3.065 -5.006
H 1.231 -0.700 -4.402
H 0.032 -0.151 -2.315
H -0.391 -4.314 -1.450
H 0.816 -4.870 -3.530
H -1.850 -2.349 -0.247
H -1.211 1.469 1.314
H -2.294 2.022 3.457
H -2.827 0.228 5.075
H -2.270 -2.123 4.533
H -1.159 -2.668 2.396
Se 1.210 2.004 0.022
C 2.981 2.557 -0.144
N 4.032 3.018 -0.252
```

***

Entry 4:
Formula: C18H60O12
Source: OMol25
Level of theory: ωB97M-V with the def2-TZVPD basis set

Results
⟨S²⟩   0.754
Net charge   +1
Multiplicity   2
Frontier orbital gap (alpha / beta)   8.2 / 1.8 eV
LUMO (alpha / beta)   -3.43 / -9.90 eV
Relative energy (zero: lowest compared OMol25 entry of this formula, charge and spin)   0.00 kcal per mole

Geometry as XYZ:
```
90
C18H60O12 ωB97M-V with the def2-TZVPD basis set
C -6.777 -13.376 3.416
C -6.587 -13.544 4.942
O -5.638 -12.678 5.520
H -7.577 -14.045 3.099
H -5.899 -13.691 2.852
H -7.107 -12.436 2.974
H -6.527 -14.593 5.229
H -7.576 -13.250 5.292
H -5.364 -13.063 6.356
C -10.076 -13.750 9.504
C -8.875 -14.312 8.634
O -7.632 -14.229 9.369
H -10.409 -14.502 10.219
H -10.914 -13.487 8.859
H -9.894 -12.815 10.034
H -8.806 -13.695 7.738
H -9.048 -15.351 8.357
H -7.750 -14.624 10.236
C -4.327 -13.425 -0.859
C -4.214 -14.628 0.109
O -2.916 -14.945 0.470
H -3.857 -13.698 -1.804
H -3.904 -12.508 -0.449
H -5.398 -13.386 -1.059
H -4.562 -15.549 -0.358
H -4.851 -14.366 0.954
H -2.881 -15.226 1.387
C -6.439 -9.423 7.041
C -7.505 -10.439 6.764
O -7.531 -10.648 5.345
H -6.477 -8.978 8.036
H -6.331 -8.537 6.416
H -5.477 -9.921 6.924
H -8.495 -10.192 7.149
H -7.227 -11.358 7.279
H -6.938 -11.400 5.269
C -8.265 -9.018 2.551
C -8.207 -7.801 3.548
O -8.921 -8.079 4.753
H -7.740 -9.879 2.964
H -7.870 -8.799 1.558
H -9.263 -9.451 2.608
H -8.871 -7.072 3.083
H -7.273 -7.261 3.703
H -8.334 -8.670 5.231
C -8.532 -12.006 -0.238
C -9.118 -13.418 -0.568
O -9.639 -13.386 -1.836
H -7.948 -12.164 0.668
H -9.330 -11.336 0.081
H -7.958 -11.564 -1.052
H -9.706 -13.969 0.167
H -8.346 -14.155 -0.786
H -10.169 -12.591 -1.923
C -8.230 -16.385 1.206
C -9.525 -16.462 2.120
O -10.356 -17.505 1.759
H -7.735 -17.347 1.074
H -7.559 -15.636 1.625
H -8.341 -16.152 0.147
H -10.057 -15.525 1.955
H -9.253 -16.539 3.172
H -10.458 -18.110 2.497
C -4.014 -15.777 6.599
C -5.124 -15.616 7.584
O -5.397 -14.241 7.876
H -3.132 -15.294 7.021
H -4.317 -15.294 5.670
H -3.806 -16.846 6.543
H -4.892 -16.120 8.521
H -6.064 -16.094 7.311
H -6.218 -14.216 8.374
C -3.875 -12.920 10.859
C -3.449 -11.856 9.784
O -2.934 -12.349 8.566
H -3.043 -13.618 10.955
H -4.861 -13.319 10.622
H -3.989 -12.455 11.839
H -2.738 -11.183 10.263
H -4.268 -11.155 9.618
H -3.505 -13.099 8.386
O -3.996 -11.642 3.063
H -4.371 -10.793 2.829
H -4.666 -12.059 3.606
O -2.106 -13.480 5.714
H -2.616 -12.821 6.183
H -1.445 -13.766 6.345
O -10.484 -15.011 6.355
H -10.151 -14.149 6.105
H -11.404 -14.859 6.571
```

***

Entry 5:
Formula: C4H12N3S
Source: OMol25
Level of theory: ωB97M-V with the def2-TZVPD basis set

Results
Net charge   +1
Multiplicity   1
Frontier orbital gap   9.5 eV
LUMO   -4.30 eV
Relative energy (zero: lowest compared OMol25 entry of this formula, charge and spin)   96.72 kcal per mole

Geometry as XYZ:
```
20
C4H12N3S ωB97M-V with the def2-TZVPD basis set
C -0.714 1.678 0.112
C 3.369 0.152 -0.213
C -3.888 -0.153 -0.044
C 2.118 -1.832 0.131
N -0.342 0.264 0.307
N 2.099 -0.549 -0.074
N -1.001 -0.772 0.088
S -2.433 -1.225 -0.138
H -1.803 1.824 -0.163
H -0.001 2.185 -0.562
H -0.626 2.260 1.061
H 3.694 0.162 -1.224
H 3.130 1.101 0.015
H 4.129 -0.396 0.242
H -4.566 -0.372 -0.912
H -3.730 0.970 0.101
H -4.498 -0.664 0.696
H 1.211 -2.442 0.365
H 3.083 -2.368 0.138
H 0.769 0.178 0.073
```

***

Entry 6:
Formula: C32H71FNO17P4Si
Source: OMol25
Level of theory: ωB97M-V with the def2-TZVPD basis set

Results
Net charge   +1
Multiplicity   1
Frontier orbital gap   6.5 eV
LUMO   -3.84 eV

Geometry as XYZ:
```
127
C32H71FNO17P4Si ωB97M-V with the def2-TZVPD basis set
C -4.811 0.345 4.176
Si -2.980 0.782 3.704
C -1.760 -0.233 4.832
C -2.688 0.396 1.852
C -3.180 -1.105 1.419
C -1.983 -2.150 1.632
C -2.404 -3.701 1.550
C -3.888 -4.035 2.060
C -4.208 -3.582 3.565
C -3.670 -4.585 4.700
C -2.258 -3.993 5.219
N -1.351 -5.021 5.847
C -1.484 -4.941 7.348
C -0.573 -6.167 7.923
O 0.811 -5.928 7.576
C 0.998 -5.805 6.150
F 2.353 -5.448 5.915
C 0.083 -4.602 5.552
C -2.729 2.616 4.188
C -1.289 3.205 4.027
C -1.066 4.693 4.466
C -2.221 5.580 5.049
C -3.642 4.970 5.178
C -3.889 3.503 4.755
H -4.963 -0.779 4.307
H -5.562 0.720 3.387
H -5.018 0.834 5.195
H -0.672 0.051 4.589
H -1.960 -0.047 5.950
H -1.926 -1.339 4.598
H -1.589 0.557 1.524
H -3.294 1.153 1.218
H -4.117 -1.307 2.038
H -3.471 -1.065 0.317
H -1.243 -1.972 0.758
H -1.369 -1.986 2.587
H -2.318 -4.086 0.463
H -1.660 -4.307 2.173
H -3.988 -5.190 2.040
H -4.675 -3.663 1.300
H -5.359 -3.527 3.661
H -3.759 -2.538 3.784
H -4.400 -4.482 5.592
H -3.587 -5.675 4.372
H -2.459 -3.105 5.904
H -1.737 -3.565 4.279
H -1.580 -5.956 5.474
H -2.571 -5.077 7.664
H -1.063 -3.967 7.779
H -1.008 -7.121 7.460
H -0.756 -6.172 9.053
H 0.687 -6.756 5.581
H 0.297 -3.627 6.131
H 0.270 -4.435 4.434
H -0.421 2.579 3.621
H -0.016 5.155 4.393
H -2.028 6.650 5.386
H -4.518 5.587 5.587
H -4.943 3.056 4.867
C -3.513 0.916 -6.218
O -3.110 0.864 -4.849
P -3.074 -0.733 -4.204
O -4.021 -0.329 -3.080
O -1.519 -0.582 -3.708
C -0.802 0.642 -3.750
O -3.027 -2.362 -3.657
C -4.008 -3.195 -4.266
H -3.530 1.957 -6.539
H -2.802 0.363 -6.836
H -4.514 0.489 -6.331
H -1.329 1.430 -3.209
H -0.622 0.937 -4.783
H 0.165 0.484 -3.270
H -3.848 -3.235 -5.345
H -5.013 -2.816 -4.055
H -3.915 -4.202 -3.857
C 6.785 0.399 -4.673
O 5.562 0.202 -3.963
P 4.188 0.820 -4.798
O 3.796 1.693 -3.612
O 3.397 -0.614 -4.725
C 3.854 -1.716 -3.960
O 2.893 1.405 -5.762
C 3.241 2.532 -6.561
H 7.606 0.004 -4.073
H 6.753 -0.132 -5.628
H 6.950 1.467 -4.849
H 4.001 -1.440 -2.914
H 4.775 -2.113 -4.386
H 3.094 -2.497 -4.005
H 4.038 2.264 -7.258
H 3.568 3.361 -5.926
H 2.364 2.843 -7.130
C -2.336 4.617 -6.321
O -0.948 4.795 -6.589
P -0.516 6.423 -6.960
O 0.100 6.006 -8.290
O 0.631 6.466 -5.791
C 1.038 5.319 -5.065
O -0.195 8.087 -7.240
C -1.266 8.773 -7.880
H -2.522 3.563 -6.119
H -2.625 5.204 -5.445
H -2.929 4.927 -7.188
H 1.366 4.522 -5.733
H 0.227 4.976 -4.422
H 1.878 5.600 -4.429
H -2.160 8.741 -7.252
H -1.481 8.322 -8.853
H -0.976 9.814 -8.027
C 5.415 -1.912 1.328
O 6.784 -1.722 0.980
P 7.186 -0.077 0.651
O 7.716 -0.458 -0.726
O 8.409 -0.083 1.743
C 8.855 -1.252 2.406
O 7.527 1.584 0.378
C 6.432 2.305 -0.182
H 5.240 -2.975 1.498
H 5.183 -1.361 2.243
H 4.770 -1.567 0.514
H 9.133 -2.031 1.695
H 8.087 -1.612 3.091
H 9.737 -0.992 2.993
H 5.579 2.281 0.500
H 6.146 1.875 -1.147
H 6.737 3.342 -0.330
```